[1]
Density functional theory data (ωB97M-V with the def2-TZVPD basis set) for a cluster of 6 separate species, C10H13Cl15N2P in total in a non-equilibrium geometry.

Geometry as XYZ:
```
41
Properties=species:S:1:pos:R:3:forces:R:3
N -3.317 0.457 0.613 0.834 -0.218 0.448
P -2.443 1.371 1.537 -1.549 -0.926 -1.133
C -0.706 0.831 1.754 -0.312 0.600 0.352
C 0.368 1.581 1.339 0.467 -0.170 0.078
C 1.658 1.098 1.562 -0.203 0.150 -0.042
C 1.844 -0.128 2.191 0.214 0.585 0.240
C 0.740 -0.831 2.598 0.015 -0.223 0.128
N -0.487 -0.346 2.370 0.192 -0.152 0.006
H -2.796 -0.311 0.204 -0.328 -0.024 -0.296
H -2.389 2.682 1.046 0.476 0.231 0.585
H -2.954 1.400 2.838 0.324 0.548 0.166
H 0.214 2.532 0.849 -0.042 -0.029 0.061
H 2.497 1.687 1.212 0.079 -0.111 0.107
H 2.834 -0.526 2.362 -0.068 -0.012 0.013
H 0.816 -1.791 3.089 -0.143 0.029 0.006
H -1.278 -0.899 2.695 -0.113 0.146 -0.010
C -2.278 4.743 -1.910 -0.264 0.040 0.071
Cl -3.474 3.872 -2.847 -0.031 0.024 0.031
Cl -3.036 5.785 -0.710 0.032 -0.015 0.024
Cl -1.159 3.606 -1.124 0.130 0.022 -0.156
H -1.698 5.361 -2.580 0.053 -0.006 0.022
C -0.286 2.872 -5.441 0.036 -0.097 0.059
Cl 1.326 2.293 -5.848 0.000 0.019 -0.018
Cl -1.184 1.649 -4.544 0.014 -0.016 -0.026
Cl -0.187 4.381 -4.522 0.103 0.031 -0.150
H -0.817 3.076 -6.362 -0.012 0.021 0.005
C 2.633 -2.278 -1.580 -0.086 -0.210 -0.133
Cl 1.410 -3.101 -2.532 -0.008 0.021 0.011
Cl 1.872 -1.189 -0.386 0.162 -0.267 -0.594
Cl 3.681 -3.425 -0.766 0.035 0.132 0.085
H 3.233 -1.671 -2.246 -0.014 0.077 0.048
C -2.204 0.088 5.784 0.103 -0.045 0.011
Cl -1.865 1.777 5.416 -0.008 -0.011 -0.010
Cl -3.142 -0.684 4.491 -0.052 -0.043 0.049
Cl -0.705 -0.800 6.061 -0.002 -0.013 0.006
H -2.796 0.050 6.690 -0.017 -0.020 -0.005
C 3.258 -7.146 -2.667 -0.049 0.075 -0.027
Cl 4.545 -6.017 -3.093 0.020 -0.059 -0.016
Cl 2.691 -6.865 -1.017 0.011 -0.066 -0.001
Cl 1.923 -7.032 -3.810 -0.001 -0.013 -0.003
H 3.661 -8.149 -2.716 0.005 -0.005 0.007
```
Positions in Å, forces in eV/Å.

Results
total energy = -210678.186 eV
charge = +1
HOMO = -11.951 eV

[2]
Density functional theory data (ωB97M-V with the def2-TZVPD basis set) for a cluster of 2 separate species, C27H26F3NO2S in total in a non-equilibrium geometry.

Geometry as XYZ:
```
60
Properties=species:S:1:pos:R:3:forces:R:3
C -5.944 0.478 4.309 -0.269 -0.080 0.267
C -4.459 0.286 4.235 0.694 0.082 0.304
C -3.922 -1.007 4.247 -0.114 0.005 -0.550
C -2.601 -1.245 3.885 0.534 0.702 -0.095
C -1.698 -0.165 3.577 -2.447 0.184 1.034
C -0.418 -0.427 3.053 2.592 0.824 0.364
S 0.848 0.666 3.568 -1.895 -1.454 -0.400
C 2.353 -0.356 4.032 -0.094 -0.200 -0.167
F 3.420 0.465 4.149 -0.361 -0.657 0.012
F 2.233 -1.081 5.156 0.073 0.585 -0.668
F 2.618 -1.248 3.016 0.072 0.356 0.614
O 1.342 1.437 2.446 0.786 0.186 0.163
O 0.532 1.313 4.826 0.362 0.153 -0.625
C -2.214 1.159 3.829 0.130 -0.717 -0.196
C -3.555 1.359 4.158 -0.116 -0.381 -0.290
H -6.220 1.536 4.337 0.036 -0.088 0.034
H -6.461 0.018 3.453 0.215 0.163 0.138
H -6.343 -0.010 5.204 -0.118 0.105 -0.002
H -4.601 -1.829 4.505 0.333 0.121 -0.289
H -2.197 -2.261 3.829 -0.246 0.308 0.099
H -0.127 -1.345 2.536 -0.008 0.378 0.315
H -1.559 2.028 3.702 -0.312 -0.427 0.069
H -3.940 2.371 4.327 0.219 -0.276 -0.245
C 3.430 -1.684 0.261 -0.325 -0.389 0.271
C 3.088 -0.693 -0.754 1.213 1.397 0.023
N 4.002 0.201 -1.187 -0.861 -1.384 0.831
C 5.377 0.246 -0.728 0.372 0.149 0.021
C 3.481 0.974 -2.230 -0.554 -0.015 -0.746
C 2.162 0.518 -2.490 0.803 0.455 -0.386
C 1.561 0.984 -3.659 -0.196 0.205 0.000
C 2.212 1.959 -4.441 0.125 -0.132 0.359
C 3.488 2.443 -4.105 -0.231 -0.434 0.282
C 4.164 1.911 -2.993 -0.393 0.031 -0.228
C 1.848 -0.481 -1.433 -1.084 0.092 -0.526
C 0.637 -1.059 -1.108 1.746 -0.336 -0.104
C -0.509 -0.945 -1.986 -1.860 0.604 -0.977
C -1.102 0.329 -2.192 0.425 -0.726 0.257
C -2.176 0.482 -3.047 0.054 -0.334 0.000
C -2.667 -0.605 -3.776 0.190 -0.265 0.261
C -3.835 -0.386 -4.686 -0.201 -0.039 -0.362
C -2.076 -1.871 -3.618 -0.252 0.393 0.111
C -1.057 -2.055 -2.691 0.838 0.360 0.741
H 2.592 -2.378 0.365 0.314 0.016 0.164
H 4.348 -2.241 0.031 -0.234 0.169 -0.082
H 3.570 -1.169 1.211 0.065 -0.084 0.077
H 5.893 1.046 -1.266 -0.083 -0.274 0.213
H 5.438 0.451 0.345 -0.159 -0.032 -0.185
H 5.876 -0.704 -0.940 -0.065 0.149 0.007
H 0.584 0.589 -3.953 0.431 0.328 -0.002
H 1.709 2.350 -5.328 0.177 -0.184 0.266
H 3.968 3.204 -4.725 -0.168 -0.289 0.224
H 5.187 2.195 -2.746 -0.369 0.064 -0.175
H 0.567 -1.685 -0.207 0.100 0.096 -0.422
H -0.699 1.178 -1.649 -0.098 -0.039 -0.011
H -2.659 1.451 -3.161 0.140 -0.113 0.063
H -4.176 -1.322 -5.143 0.060 0.250 0.081
H -4.680 0.073 -4.156 0.210 -0.165 -0.046
H -3.548 0.310 -5.483 -0.120 -0.135 0.004
H -2.455 -2.714 -4.208 0.163 0.303 0.342
H -0.630 -3.050 -2.502 -0.242 0.434 -0.232
```
Positions in Å, forces in eV/Å.

Results
energy relative to the best compared isomer or geometry (same formula, charge and spin) = 26.1 kcal/mol
total energy = -52989.970 eV
charge = 0
HOMO = -5.236 eV

[3]
Density functional theory data (ωB97M-V with the def2-TZVPD basis set) for a structure of composition C4H10NO2S in a non-equilibrium geometry.

Geometry as XYZ:
```
18
Properties=species:S:1:pos:R:3:forces:R:3
C -0.880 1.073 2.193 2.093 -1.920 -2.837
N -1.340 0.263 0.985 -0.959 -0.213 1.192
C -0.442 0.010 -0.216 -3.355 -2.543 3.066
C 0.234 -1.363 -0.057 2.014 2.100 -1.494
S 2.018 -0.803 0.060 0.391 -1.023 0.780
C 0.557 1.011 -0.415 2.196 2.024 2.210
O 0.783 1.386 -1.516 0.526 1.684 -4.523
H 0.069 0.553 2.600 -1.388 1.269 -0.009
H -1.680 1.221 2.875 -0.622 -0.292 0.717
H -0.663 2.036 1.734 0.424 0.167 0.569
H -1.703 -0.661 1.307 0.559 1.159 -0.370
H -1.138 0.042 -1.047 0.142 -0.032 -0.407
H 0.241 -1.857 -1.011 -0.726 -0.822 0.061
H -0.072 -1.907 0.797 -0.498 -0.689 0.606
H 1.024 1.681 0.338 -0.780 -0.752 0.815
H 1.072 -1.609 -2.957 3.154 -7.265 1.517
H 1.167 -0.243 -2.553 1.252 2.258 2.032
O 0.752 -0.833 -3.115 -4.424 4.889 -3.926
```
Positions in Å, forces in eV/Å.

Results
energy relative to the best compared isomer or geometry (same formula, charge and spin) = 86.5 kcal/mol
total energy = -20729.189 eV
charge = -1
HOMO = -3.002 eV

[4]
Density functional theory data (ωB97M-V with the def2-TZVPD basis set) for the ion C4H7N2O with charge +1 in a non-equilibrium geometry.

Geometry as XYZ:
```
14
Properties=species:S:1:pos:R:3:forces:R:3
C 0.460 0.324 -0.203 -2.290 -2.116 -1.116
C -1.037 0.067 -0.174 -1.713 0.267 2.072
C -1.328 -1.372 0.213 -2.830 -2.896 -0.754
C 1.063 1.379 0.254 2.306 3.913 0.388
N -0.523 -2.356 0.167 0.966 1.243 -0.472
N 1.740 2.467 0.125 0.157 -1.721 4.008
O 1.197 -0.670 -0.564 1.368 -0.875 -0.574
H -1.719 0.276 -1.101 1.707 0.030 1.578
H -1.462 0.578 0.774 0.375 -0.049 -1.856
H -2.465 -1.680 0.359 2.078 1.329 -0.081
H -0.850 -3.316 0.260 -0.331 0.467 0.378
H 2.321 2.898 0.912 -1.406 -1.034 -0.872
H 1.842 3.007 -0.666 -0.030 0.920 -2.764
H 0.760 -1.601 -0.358 -0.358 0.523 0.065
```
Positions in Å, forces in eV/Å.

Results
SMILES = [H]/N=C/CC(O)=C=[NH2+]
energy relative to the best compared isomer or geometry (same formula, charge and spin) = 79.4 kcal/mol
total energy = -9279.349 eV
charge = +1
HOMO = -14.178 eV

[5]
Density functional theory data (ωB97M-V with the def2-TZVPD basis set) for the ion C12H21N2O with charge +1 in a non-equilibrium geometry.

Geometry as XYZ:
```
36
Properties=species:S:1:pos:R:3:forces:R:3
C 2.150 -1.744 0.385 -1.873 0.399 -1.073
C 1.113 -1.179 0.103 0.767 -1.134 -0.265
C -2.455 -0.198 0.026 -0.908 -1.508 -0.312
C 0.573 3.314 0.026 -0.700 0.422 -2.609
C 1.476 2.742 1.120 1.055 0.433 -0.545
C 0.539 2.097 -1.021 2.743 1.091 1.287
C 1.207 1.211 1.108 0.376 0.564 1.630
C 3.174 -2.716 0.628 1.726 -0.834 2.076
C -3.776 -0.788 0.401 -1.079 2.030 2.028
C 0.081 -0.555 -2.075 1.060 -0.165 1.572
C -1.389 -2.339 0.273 -1.398 -1.761 -1.290
C 0.106 -0.318 -0.540 0.377 -1.761 0.228
N -1.416 -0.945 -0.096 2.760 1.421 0.786
N 0.375 0.957 -0.086 0.039 1.820 -0.113
O -2.510 1.062 -0.274 1.287 1.306 -0.293
H -0.494 3.449 0.294 0.585 -0.026 0.465
H 0.845 4.317 -0.513 -0.025 -1.946 1.242
H 2.532 3.068 0.972 -0.570 -0.717 -0.489
H 1.317 3.115 2.117 -0.644 0.308 0.286
H -0.260 2.079 -1.686 -1.505 0.503 -1.259
H 1.510 2.114 -1.691 -1.543 -0.414 1.475
H 2.103 0.543 1.173 -0.647 0.961 -0.398
H 0.700 1.100 2.098 -0.273 -0.774 -1.045
H 4.243 -2.415 0.392 -1.455 -0.192 -0.126
H 2.914 -3.693 0.164 0.329 0.724 0.230
H 3.203 -2.861 1.764 -0.001 -0.106 -1.430
H -3.685 -1.234 1.453 -0.298 1.198 -1.034
H -4.565 0.111 0.310 1.580 -2.541 0.393
H -4.027 -1.690 -0.116 -0.293 -0.129 -1.042
H -0.891 -0.739 -2.412 -1.466 -0.031 -0.671
H 0.688 -1.418 -2.290 0.143 -0.239 -0.121
H 0.519 0.287 -2.537 0.388 0.736 -0.814
H -0.521 -2.885 -0.181 -0.804 0.829 0.392
H -1.441 -2.593 1.339 0.182 0.595 -0.133
H -2.327 -2.735 -0.205 1.013 -0.289 0.544
H -1.610 1.481 -0.421 -0.928 -0.772 0.429
```
Positions in Å, forces in eV/Å.

Results
SMILES = CC#C[C@](C)(N1CCCC1)/[N+](C)=C(/C)O
energy relative to the best compared isomer or geometry (same formula, charge and spin) = 94.8 kcal/mol
total energy = -17802.552 eV
charge = +1
HOMO = -12.690 eV

[6]
Density functional theory data (ωB97M-V with the def2-TZVPD basis set) for the molecule C8H11N in a non-equilibrium geometry.

Geometry as XYZ:
```
20
Properties=species:S:1:pos:R:3:forces:R:3
C -2.466 -0.814 -0.037 1.906 -0.921 4.163
C -1.238 0.031 0.001 0.610 4.324 -0.027
C -1.282 1.475 0.021 -4.843 -1.064 0.178
C -0.134 2.214 0.104 -6.200 7.681 -1.245
C 0.958 1.654 -0.071 11.286 -5.699 0.909
C 1.261 0.167 0.047 -2.023 5.528 -1.871
C 2.608 -0.461 0.072 -0.354 -0.930 -1.870
C 0.083 -0.523 0.028 -0.533 -1.740 0.110
H -2.836 -0.875 1.239 1.191 -0.904 -3.812
H -3.309 -0.376 -0.441 -1.416 0.942 -1.333
H -2.069 -1.699 -0.605 -1.760 0.145 0.916
H -2.351 2.135 -0.032 2.900 -2.373 0.218
H -0.106 3.479 -0.090 -0.581 -3.771 1.005
H 1.864 2.294 -0.016 -0.364 -0.511 -0.413
H 2.252 -1.273 0.780 2.528 0.847 0.583
H 3.461 0.323 0.024 -1.312 -1.667 1.413
H 2.859 -1.114 -0.856 -0.757 1.100 0.949
H 0.957 -2.293 -0.169 7.209 -3.970 -2.599
H -0.718 -2.440 -0.064 2.758 0.895 0.423
N 0.204 -1.904 0.066 -10.245 2.086 2.304
```
Positions in Å, forces in eV/Å.

Results
SMILES = Cc1cccc(C)c1N
energy relative to the best compared isomer or geometry (same formula, charge and spin) = 69.9 kcal/mol
total energy = -9960.094 eV
charge = 0
HOMO = -7.977 eV